{
  "formula": "C18H14AuF3IN3O4S",
  "method": "the ωB97M-V functional and the def2-TZVPD basis",
  "elements": ["Au", "N", "C", "C", "C", "C", "C", "C", "H", "H", "H", "H", "H", "H", "H", "I", "C", "C", "N", "N", "C", "H", "H", "H", "O", "S", "O", "O", "O", "F", "C", "F", "F", "C", "C", "C", "C", "C", "C", "C", "C", "H", "H", "H", "H"],
  "xyz": [[0.53900, -2.05205, 0.16501], [0.03473, 0.25332, -0.48753], [-1.31649, 0.50464, -0.80731], [-1.78742, 0.25298, -2.09294], [-3.13600, 0.39808, -2.37390], [-4.02613, 0.79148, -1.38186], [-3.55083, 1.05176, -0.10335], [-2.20061, 0.90802, 0.19037], [0.66773, 0.33711, -1.27420], [0.39583, 0.80181, 0.28557], [-1.09896, -0.07081, -2.86445], [-3.49370, 0.19856, -3.37537], [-5.07797, 0.90559, -1.60482], [-4.23184, 1.37241, 0.67413], [-1.83152, 1.10945, 1.18913], [-3.72317, -6.34450, -1.08139], [-2.88217, -4.51772, -0.67162], [-3.53530, -3.31298, -0.52478], [-2.59910, -2.38851, -0.26899], [-1.37247, -2.92881, -0.24989], [-1.52574, -4.22640, -0.48411], [-4.57842, -3.05555, -0.58852], [-2.72218, -1.39565, -0.12069], [-0.66197, -4.87184, -0.49895], [3.67838, -4.97381, 0.54151], [2.80618, -3.97514, 0.02757], [2.80122, -3.69530, -1.38063], [1.40340, -4.10149, 0.56077], [3.32419, -2.59202, 0.75832], [2.13466, 5.97097, 0.23034], [2.18908, 5.30956, 1.39991], [1.04464, 5.57983, 2.06301], [3.18700, 5.86466, 2.11951], [2.38341, 3.83561, 1.21204], [2.85172, 3.32747, 0.00169], [3.04073, 1.97165, -0.15264], [2.75343, 1.07059, 0.91032], [2.30754, 1.62131, 2.14677], [2.12143, 2.97694, 2.28244], [2.86451, -0.29425, 0.74366], [2.46573, -1.52359, 0.59548], [3.06389, 4.00000, -0.81807], [3.41320, 1.57279, -1.08697], [2.11257, 0.95196, 2.97358], [1.76776, 3.38186, 3.22184]],
  "forces_ev_per_angstrom": [[-0.1, 0.0, 0.0], [0.0, 0.0, 0.0], [0.0, 0.0, 0.0], [0.0, 0.0, 0.0], [0.0, 0.0, 0.0], [0.0, 0.0, 0.0], [0.0, 0.0, 0.0], [0.0, 0.0, 0.0], [0.0, 0.0, 0.0], [0.0, 0.0, 0.0], [0.0, 0.0, 0.0], [0.0, 0.0, 0.0], [0.0, 0.0, 0.0], [0.0, 0.0, 0.0], [0.0, 0.0, 0.0], [0.0, 0.0, 0.0], [0.0, 0.1, 0.0], [0.0, 0.0, 0.0], [0.0, 0.0, 0.0], [0.0, 0.0, 0.1], [0.0, 0.0, -0.1], [0.0, 0.0, 0.0], [0.0, 0.0, 0.0], [0.0, 0.0, 0.0], [0.0, 0.0, 0.0], [0.0, -0.1, 0.0], [0.0, 0.0, 0.0], [0.0, 0.0, 0.0], [-0.1, 0.0, 0.0], [0.0, 0.0, 0.1], [0.0, 0.0, 0.0], [0.1, 0.0, 0.0], [-0.1, 0.0, 0.0], [0.0, 0.0, 0.0], [0.0, 0.0, 0.0], [0.0, 0.0, 0.0], [0.0, 0.0, 0.0], [0.0, 0.0, 0.0], [0.0, 0.0, 0.0], [-0.1, 0.0, 0.1], [0.1, 0.0, 0.0], [0.0, 0.0, 0.0], [0.0, 0.0, 0.0], [0.0, 0.0, 0.0], [0.0, 0.0, 0.0]],
  "nbo_charge": [0.9820, -0.8329, 0.2246, -0.2808, -0.1809, -0.2464, -0.1962, -0.3079, 0.4103, 0.4133, 0.2271, 0.2272, 0.2265, 0.2281, 0.2294, 0.2213, -0.3108, -0.0322, -0.3146, -0.3710, -0.0166, 0.2402, 0.4424, 0.2695, -0.9230, 2.5580, -0.9694, -1.0081, -0.7037, -0.3230, 0.9620, -0.3275, -0.3236, -0.1033, -0.1991, -0.2008, -0.1918, -0.2033, -0.1986, 0.0928, -0.1081, 0.2334, 0.2264, 0.2286, 0.2303],
  "multiplicity": 3,
  "e_lumo_ev": [0.0, -2.0],
  "fmax_ev_per_a": 0.1,
  "homo_ev": [-7.21, -9.02],
  "gap_ev": [7.23, 7.03]
}

=====

{
  "formula": "C18H14AuN2PSe2",
  "method": "the ωB97M-V functional and the def2-TZVPD basis",
  "elements": ["Au", "Se", "P", "Se", "C", "C", "C", "C", "C", "C", "C", "C", "C", "C", "C", "C", "H", "H", "H", "H", "H", "H", "H", "H", "H", "H", "N", "C", "C", "C", "C", "N", "C", "C", "H", "H", "H", "H"],
  "xyz": [[-1.22767, 0.47609, -1.92305], [1.13504, 0.35095, -1.72969], [1.03636, -0.23530, 0.41827], [-0.89515, -0.69035, 1.17465], [2.18953, -1.64406, 0.56160], [3.43693, -1.60599, -0.06273], [4.28887, -2.69524, 0.01067], [3.89906, -3.83780, 0.69842], [2.65984, -3.88204, 1.31749], [1.80446, -2.78818, 1.24960], [1.83576, 1.12402, 1.33987], [3.00323, 1.71972, 0.86267], [3.59569, 2.75604, 1.56467], [3.02064, 3.21769, 2.74222], [1.85464, 2.63673, 3.21507], [1.26161, 1.59139, 2.51652], [3.74234, -0.73183, -0.62281], [5.25388, -2.65825, -0.47865], [4.55937, -4.69484, 0.74478], [2.34915, -4.77160, 1.85037], [0.83454, -2.81669, 1.72909], [3.44282, 1.39204, -0.07002], [4.50219, 3.21254, 1.18804], [3.47842, 4.03479, 3.28574], [1.39804, 2.99715, 4.12802], [0.35090, 1.13309, 2.87976], [-8.62002, 0.46256, -2.89059], [-7.48707, 0.49264, -2.70711], [-6.06180, 0.52669, -2.48901], [-5.46788, -0.32381, -1.56717], [-4.09612, -0.28128, -1.41754], [-3.32494, 0.54536, -2.13211], [-3.90133, 1.38140, -3.00625], [-5.26519, 1.40448, -3.21421], [-6.06110, -1.00824, -0.97837], [-3.58473, -0.91883, -0.70760], [-3.24145, 2.03930, -3.55276], [-5.69885, 2.08969, -3.92784]],
  "forces_ev_per_angstrom": [[-0.3, 0.0, 0.0], [0.3, 0.0, 0.1], [0.2, 0.0, -0.1], [-0.1, 0.0, 0.0], [0.0, -0.1, -0.1], [0.0, 0.0, 0.0], [0.0, 0.0, 0.0], [0.0, 0.0, 0.0], [0.0, 0.0, 0.0], [0.1, 0.0, 0.1], [-0.1, 0.1, 0.0], [0.0, 0.0, 0.0], [0.0, 0.0, 0.0], [0.0, 0.0, 0.0], [0.0, 0.0, 0.0], [0.1, 0.0, 0.0], [0.0, 0.0, 0.0], [0.0, 0.0, 0.0], [0.0, 0.0, 0.0], [0.0, 0.0, 0.0], [0.0, 0.0, 0.0], [0.0, 0.0, 0.0], [0.0, 0.0, 0.0], [0.0, 0.0, 0.0], [0.0, 0.0, 0.0], [0.0, 0.0, 0.0], [0.0, 0.0, 0.0], [0.1, 0.0, 0.0], [-0.1, 0.0, -0.1], [-0.1, 0.0, 0.0], [0.1, 0.0, 0.0], [0.0, 0.1, -0.1], [0.0, -0.1, 0.0], [0.0, 0.0, 0.0], [0.0, 0.0, 0.0], [0.0, 0.0, 0.0], [0.0, 0.0, 0.0], [0.0, 0.0, 0.0]],
  "nbo_charge": [0.4595, -0.4710, 1.0272, -0.5798, -0.4199, -0.1288, -0.2307, -0.1945, -0.2097, -0.1848, -0.4220, -0.1275, -0.2317, -0.1945, -0.2106, -0.1850, 0.2066, 0.2150, 0.2141, 0.2153, 0.2422, 0.2084, 0.2147, 0.2140, 0.2152, 0.2425, -0.2495, 0.2542, -0.1038, -0.1920, 0.0662, -0.4845, 0.0652, -0.2041, 0.2469, 0.2429, 0.2278, 0.2468],
  "e_lumo_ev": -1.2,
  "fmax_ev_per_a": 0.3,
  "homo_ev": -7.62,
  "gap_ev": 6.44
}

=====

{
  "formula": "C18H14Cl2N3O3SSe2Tc",
  "method": "the ωB97M-V functional and the def2-TZVPD basis",
  "elements": ["Tc", "Se", "Se", "C", "C", "C", "C", "C", "N", "C", "C", "C", "C", "C", "N", "H", "H", "H", "H", "H", "H", "H", "H", "Cl", "C", "Cl", "H", "H", "O", "S", "O", "N", "C", "O", "C", "C", "C", "C", "C", "C", "H", "H", "H", "H"],
  "xyz": [[0.37578, -0.09448, -0.81969], [1.96228, -1.64862, -3.52214], [1.38517, -2.95543, -1.64943], [-0.49842, -2.68224, -1.76521], [-1.36300, -3.69738, -2.11265], [-2.72703, -3.42980, -2.18458], [-3.18706, -2.14789, -1.91538], [-2.28588, -1.17155, -1.55189], [-0.96280, -1.44884, -1.47559], [2.97919, -0.39658, -2.49440], [4.27566, -0.06775, -2.83206], [4.96205, 0.85994, -2.05332], [4.34480, 1.42184, -0.94358], [3.05110, 1.04205, -0.65720], [2.37724, 0.16402, -1.42866], [-0.96552, -4.67859, -2.33704], [-3.41916, -4.21556, -2.46089], [-4.23750, -1.89749, -1.97213], [-2.60206, -0.16752, -1.31383], [4.74798, -0.54081, -3.68273], [5.98071, 1.12598, -2.30639], [4.85209, 2.13405, -0.30854], [2.53094, 1.45405, 0.20538], [-2.90977, 2.64381, -2.09690], [-1.25446, 3.03695, -2.12635], [-0.16087, 1.50146, -2.58543], [-0.86664, 3.35117, -1.16464], [-0.98610, 3.67044, -2.96607], [-3.31947, 1.07180, 1.13188], [-1.98480, 1.45781, 1.40718], [-1.45968, 2.72903, 1.03667], [-0.93635, 0.28896, 0.65039], [-0.12329, -0.26726, 1.55646], [0.86133, -0.88150, 0.95182], [-0.39421, 0.01075, 2.93450], [0.20265, -0.48738, 4.08658], [-0.28285, -0.03533, 5.30762], [-1.32616, 0.88380, 5.36497], [-1.92943, 1.40004, 4.20978], [-1.44251, 0.94577, 3.01186], [1.00235, -1.21423, 4.03568], [0.14946, -0.40413, 6.22747], [-1.68193, 1.21629, 6.33175], [-2.73384, 2.12035, 4.27672]],
  "forces_ev_per_angstrom": [[0.1, -0.6, -0.4], [-0.1, -0.1, 0.0], [0.2, 0.2, 0.0], [-0.3, -0.1, -0.1], [0.1, 0.0, 0.0], [0.0, 0.0, 0.0], [0.0, 0.0, 0.0], [0.0, -0.1, -0.1], [-0.3, 0.1, 0.1], [0.1, 0.2, 0.1], [-0.1, -0.1, -0.1], [0.0, 0.0, 0.0], [0.0, 0.0, 0.0], [0.1, 0.0, -0.1], [0.2, 0.2, 0.2], [0.0, 0.0, 0.0], [0.0, 0.0, 0.0], [0.0, 0.0, 0.0], [0.0, 0.0, 0.0], [0.0, 0.0, 0.0], [0.0, 0.0, 0.0], [0.0, 0.0, 0.0], [0.0, 0.0, 0.0], [0.0, -0.1, 0.0], [0.0, 0.1, -0.1], [-0.1, 0.0, 0.0], [0.0, 0.0, 0.0], [0.0, 0.0, 0.0], [0.0, 0.1, -0.1], [0.0, -0.1, 0.1], [0.0, 0.0, -0.1], [0.0, 0.2, 0.2], [0.1, 0.0, -0.2], [-0.1, 0.0, 0.3], [0.0, 0.0, -0.1], [0.0, 0.0, 0.1], [0.0, 0.0, -0.1], [0.0, 0.0, 0.0], [0.0, -0.1, 0.0], [0.0, 0.0, 0.1], [0.0, 0.0, 0.0], [0.0, 0.0, 0.0], [0.0, 0.0, 0.0], [0.0, 0.0, 0.0]],
  "nbo_charge": [1.4194, 0.3477, 0.3986, 0.0123, -0.2114, -0.0430, -0.2039, 0.0862, -0.4294, 0.0333, -0.2134, -0.0540, -0.2054, 0.0664, -0.5557, 0.2822, 0.2797, 0.2837, 0.2485, 0.2791, 0.2773, 0.2796, 0.2245, 0.1487, -0.3017, 0.0275, 0.2623, 0.2702, -0.8352, 2.2979, -0.8861, -0.8083, 0.6647, -0.5640, -0.2249, -0.0849, -0.1689, -0.0830, -0.1850, -0.2009, 0.2583, 0.2684, 0.2678, 0.2744],
  "multiplicity": 4,
  "e_lumo_ev": [-11.8, -12.3],
  "total_charge": 3,
  "fmax_ev_per_a": 0.8,
  "homo_ev": [-18.21, -18.16],
  "gap_ev": [6.40, 5.84]
}

=====

{
  "formula": "C18H14ClCsPS4Sb",
  "method": "the ωB97M-V functional and the def2-TZVPD basis",
  "elements": ["Cs", "Cl", "C", "C", "C", "C", "C", "C", "P", "C", "C", "C", "C", "C", "C", "C", "C", "C", "C", "C", "C", "H", "H", "H", "H", "H", "H", "H", "H", "H", "H", "H", "H", "H", "H", "S", "Sb", "S", "S", "S"],
  "xyz": [[0.59472, 1.18613, 3.65068], [2.54236, -0.62349, 1.58463], [2.71322, -0.63580, -0.14484], [3.86436, -1.20462, -0.66380], [4.06333, -1.26524, -2.03158], [3.08542, -0.75151, -2.86964], [1.93569, -0.19076, -2.34163], [1.70628, -0.11259, -0.96167], [0.23979, 0.75805, -0.25653], [-0.65211, 1.16721, -1.80172], [-0.42104, 2.42255, -2.36426], [-1.04207, 2.80613, -3.54171], [-1.92935, 1.94311, -4.17012], [-2.18709, 0.70102, -3.60645], [-1.55528, 0.31232, -2.43443], [-0.74784, -0.63218, 0.43233], [-1.68484, -0.32850, 1.42067], [-2.38860, -1.34091, 2.05408], [-2.17319, -2.66100, 1.68591], [-1.26049, -2.96994, 0.68569], [-0.54063, -1.96025, 0.06298], [4.60902, -1.60111, 0.01393], [4.96419, -1.70459, -2.43799], [3.21547, -0.79065, -3.94446], [1.18857, 0.19611, -3.02060], [0.25688, 3.09915, -1.85481], [-0.85065, 3.78381, -3.96631], [-2.42543, 2.24369, -5.08405], [-2.89187, 0.03154, -4.08513], [-1.76686, -0.65542, -1.99745], [-1.83681, 0.70074, 1.72408], [-3.06550, -1.10396, 2.86402], [-2.69628, -3.45716, 2.19936], [-1.08744, -4.00277, 0.40808], [0.20113, -2.19479, -0.69162], [-2.39270, 2.84719, 6.55831], [-0.43315, 1.79630, 7.21369], [1.34523, 2.98900, 6.10079], [-0.50472, -0.37004, 6.14871], [0.00827, 1.57325, 9.46287]],
  "forces_ev_per_angstrom": [[-0.2, 0.3, 0.2], [0.1, -0.1, -0.3], [-0.2, 0.0, 0.1], [0.3, -0.1, 0.1], [-0.2, 0.1, 0.0], [0.1, -0.1, -0.1], [-0.1, 0.0, 0.1], [0.2, -0.1, -0.3], [0.0, -0.1, 0.3], [-0.3, 0.0, -0.2], [0.1, 0.0, 0.2], [-0.1, 0.0, -0.1], [0.1, 0.0, 0.1], [-0.1, -0.1, -0.1], [0.1, 0.1, 0.1], [0.2, 0.1, -0.2], [0.1, 0.0, -0.1], [-0.1, 0.0, 0.1], [0.0, 0.0, 0.0], [0.0, 0.0, 0.0], [-0.1, 0.1, 0.1], [0.0, 0.0, 0.0], [0.0, 0.0, 0.0], [0.0, 0.0, 0.0], [0.0, 0.0, 0.0], [0.0, 0.0, -0.1], [0.0, 0.0, 0.0], [0.0, 0.0, 0.0], [0.0, 0.0, 0.0], [0.0, 0.0, 0.0], [0.0, 0.0, 0.0], [0.0, 0.0, 0.0], [0.0, 0.0, 0.0], [0.0, 0.0, 0.0], [0.0, -0.1, 0.0], [-0.1, 0.1, 0.0], [0.3, -0.2, -0.5], [-0.1, -0.1, 0.3], [0.0, 0.0, 0.2], [-0.1, 0.0, 0.0]],
  "lowdin_charge": [0.4929, 0.6552, -0.6462, -0.1160, -0.0913, -0.0934, -0.0838, -0.3818, 1.0792, -0.3976, -0.1105, -0.0922, -0.0991, -0.0887, -0.0797, -0.4184, -0.1439, -0.0534, -0.0720, -0.0835, -0.1113, 0.1030, 0.0997, 0.0985, 0.0946, 0.1027, 0.0990, 0.0956, 0.0990, 0.1005, 0.0878, 0.1198, 0.1044, 0.0982, 0.1030, -0.4697, -0.4041, -0.5744, -0.5766, -0.4455],
  "e_lumo_ev": 3.1,
  "total_charge": -2,
  "fmax_ev_per_a": 0.7,
  "homo_ev": -0.13,
  "gap_ev": 3.26
}